(1)
{"formula": "C18H16Cl4InN3O10P2S2", "method": "the ωB97M-V functional and the def2-TZVPD basis", "symbols": ["In", "Cl", "C", "C", "Cl", "C", "Cl", "C", "O", "C", "O", "C", "Cl", "O", "P", "O", "O", "O", "P", "O", "O", "O", "H", "H", "S", "C", "N", "C", "C", "C", "N", "C", "S", "N", "C", "O", "C", "C", "C", "C", "C", "C", "H", "H", "H", "H", "H", "H", "H", "H", "H", "H", "H", "H", "H", "H"], "coordinates": [[-0.03350, -1.91538, 2.45898], [-6.73189, -2.21359, 1.07546], [-5.12073, -1.62094, 1.33976], [-4.89525, -0.27055, 1.52538], [-6.21668, 0.85361, 1.49766], [-3.58975, 0.19344, 1.73917], [-3.27346, 1.88093, 1.98221], [-2.50643, -0.67758, 1.75881], [-1.26692, -0.27612, 1.91204], [-2.73981, -2.08310, 1.57196], [-1.70468, -2.88913, 1.57535], [-4.04372, -2.51865, 1.36947], [-4.29797, -4.21841, 1.13250], [3.79291, 0.32451, 3.30936], [2.86947, -0.59998, 2.40675], [1.45769, -0.48328, 2.94459], [3.09725, -0.33075, 0.95508], [3.39625, -2.08824, 2.72229], [2.92181, -3.36643, 1.80850], [3.50322, -2.97746, 0.37363], [3.50470, -4.61317, 2.30571], [1.39059, -3.25017, 1.74344], [3.37519, 0.44629, 4.17162], [3.38712, -2.01322, 0.24174], [-0.69327, -2.44735, 4.84312], [0.54791, -1.64707, 5.66284], [1.37651, -1.11202, 6.26743], [2.64198, 0.75643, -3.93572], [2.15317, 0.59844, -2.50239], [2.07085, 1.93978, -1.79115], [1.57430, 1.79424, -0.42830], [0.94285, 2.75694, 0.26130], [1.19899, 3.06516, 1.86721], [-0.00399, 3.51730, -0.42432], [-0.78484, 3.29453, -1.54701], [-1.30497, 4.25208, -2.09070], [-1.02786, 1.90504, -2.03532], [-1.20852, 0.83701, -1.16105], [-1.48117, -0.42565, -1.67568], [-1.56341, -0.61708, -3.04606], [-1.39170, 0.45351, -3.91527], [-1.13750, 1.71617, -3.41012], [2.71862, -0.20997, -4.43540], [3.62775, 1.22810, -3.97033], [1.95282, 1.37705, -4.51477], [2.82401, -0.05359, -1.94062], [1.16889, 0.12861, -2.48764], [1.43671, 2.62193, -2.35635], [3.06970, 2.39515, -1.75223], [2.17882, 1.20882, 0.15552], [-0.20091, 4.40002, 0.02366], [-1.12226, 0.96966, -0.08788], [-1.61097, -1.25666, -1.00044], [-1.75877, -1.60704, -3.43950], [-1.45412, 0.30094, -4.98582], [-1.01503, 2.56688, -4.06852]], "forces_ev_per_angstrom": [[-0.210, 0.082, 0.329], [0.019, 0.009, 0.001], [-0.035, -0.010, 0.007], [-0.020, 0.001, 0.009], [0.000, -0.011, 0.000], [0.035, -0.009, -0.016], [0.032, -0.034, -0.048], [0.004, -0.056, -0.144], [0.026, -0.034, 0.016], [-0.014, 0.089, -0.077], [0.064, -0.014, 0.071], [0.012, 0.000, -0.020], [-0.003, 0.011, -0.001], [0.047, -0.057, 0.046], [-0.025, -0.048, -0.180], [0.018, -0.079, -0.192], [0.016, 0.240, -0.050], [0.035, -0.005, 0.011], [-0.077, -0.025, 0.009], [0.001, -0.055, -0.029], [0.005, -0.005, 0.023], [0.033, 0.102, -0.090], [-0.028, -0.001, 0.073], [-0.009, 0.071, 0.011], [0.121, -0.010, 0.017], [-0.043, -0.005, -0.045], [0.002, -0.006, 0.004], [-0.003, 0.017, 0.004], [-0.016, 0.016, 0.018], [-0.032, -0.011, -0.068], [0.414, 0.042, 0.064], [-0.247, -0.230, 0.134], [0.009, 0.049, -0.062], [0.038, 0.153, -0.059], [-0.045, 0.049, -0.013], [-0.028, 0.001, -0.034], [-0.008, -0.052, 0.112], [0.098, 0.014, -0.056], [0.018, 0.158, 0.043], [-0.006, -0.044, -0.016], [0.006, -0.010, -0.044], [0.010, 0.013, 0.019], [-0.004, -0.003, 0.008], [0.000, 0.000, 0.004], [0.001, 0.000, 0.004], [0.010, -0.045, 0.038], [-0.016, -0.002, -0.005], [0.011, -0.012, 0.020], [0.004, 0.003, -0.022], [-0.117, -0.118, 0.054], [0.007, -0.009, -0.016], [-0.042, -0.016, -0.005], [-0.047, -0.121, 0.129], [-0.006, -0.002, 0.011], [-0.011, 0.002, -0.002], [-0.006, 0.015, 0.007]], "lowdin_charge": [0.681, 0.602, -0.720, -0.720, 0.609, -0.609, 0.679, -0.412, -0.166, -0.415, -0.164, -0.614, 0.661, -0.097, 0.213, -0.321, -0.296, -0.247, 0.217, -0.139, -0.275, -0.322, 0.082, 0.028, 0.607, -0.860, 0.031, -0.109, -0.228, -0.185, 0.022, -0.868, 0.651, 0.095, -0.423, 0.069, -0.161, -0.002, -0.038, -0.081, -0.092, -0.043, 0.068, 0.067, 0.065, 0.109, 0.092, 0.107, 0.128, 0.082, 0.120, 0.098, 0.110, 0.102, 0.096, 0.115], "gap_ev": 6.880, "e_tot_ha": -5122.78528, "de_lowest_ev": 0.000, "charge": -2, "e_lumo_ev": 4.08}

***

(2)
{"formula": "C18H16CoN2O5S", "method": "the ωB97M-V functional and the def2-TZVPD basis", "symbols": ["Co", "C", "O", "C", "C", "C", "C", "C", "C", "N", "N", "C", "C", "O", "C", "C", "C", "C", "C", "C", "C", "C", "H", "H", "H", "H", "H", "H", "H", "H", "H", "H", "H", "H", "H", "C", "S", "O", "O", "O", "H", "H", "H"], "coordinates": [[0.22801, 0.88603, 0.08247], [-2.55223, -0.08230, -1.64142], [-1.68770, -0.23738, -0.52187], [-2.26286, -0.52559, 0.68753], [-3.60611, -0.77992, 0.88396], [-4.05990, -1.13969, 2.14789], [-3.17783, -1.25529, 3.21043], [-1.83450, -0.98395, 3.02700], [-1.36956, -0.58902, 1.77366], [-0.04813, -0.23641, 1.50162], [0.83064, -0.44808, 2.39310], [2.12860, -0.25486, 2.10461], [2.60288, 0.00047, 0.77212], [1.80982, 0.07634, -0.24134], [4.00125, 0.12043, 0.56339], [4.88181, 0.03533, 1.59280], [4.45458, -0.21168, 2.92877], [5.36107, -0.28953, 4.00322], [4.93032, -0.57239, 5.27266], [3.56960, -0.80476, 5.51623], [2.65905, -0.70586, 4.49305], [3.07723, -0.39356, 3.18588], [-3.18091, 0.80269, -1.52820], [-3.17329, -0.97062, -1.76825], [-1.90818, 0.03637, -2.50730], [-4.31654, -0.70322, 0.07337], [-5.11385, -1.33431, 2.29397], [-3.53812, -1.55458, 4.18579], [-1.12032, -1.04510, 3.83434], [4.33177, 0.30208, -0.45097], [5.94225, 0.15451, 1.40435], [6.41542, -0.12416, 3.81248], [5.63761, -0.62357, 6.09042], [3.24052, -1.07097, 6.51230], [1.60517, -0.86863, 4.66463], [-0.11508, 4.63916, 0.32368], [-0.68422, 3.16713, -0.50903], [0.52062, 2.50122, -1.07769], [-1.68820, 3.53402, -1.45971], [-1.14777, 2.23966, 0.56549], [-0.07300, 5.44134, -0.40773], [0.86729, 4.42384, 0.73563], [-0.82430, 4.86721, 1.11509]], "forces_ev_per_angstrom": [[-0.648, 0.718, -0.426], [-0.067, 0.058, -0.118], [-0.036, -0.135, 0.090], [0.415, -0.029, 0.180], [-0.227, -0.027, -0.019], [0.073, 0.009, -0.001], [-0.092, -0.073, 0.082], [0.216, 0.211, -0.365], [-0.892, -0.321, 0.348], [0.806, 0.114, 0.868], [-0.742, -0.868, -0.168], [0.736, 0.538, -0.519], [-0.779, -0.380, 0.482], [1.210, -0.209, -0.321], [0.608, -0.086, -0.030], [-0.173, 0.063, -0.260], [-0.319, -0.105, 0.379], [0.103, 0.006, -0.064], [0.099, -0.024, 0.120], [-0.046, 0.003, -0.156], [0.038, 0.023, 0.036], [0.014, 0.033, -0.006], [0.036, 0.011, 0.039], [0.054, -0.003, -0.020], [0.018, 0.034, 0.019], [0.068, 0.009, -0.017], [-0.001, -0.004, -0.007], [0.002, 0.024, -0.010], [-0.031, -0.019, 0.069], [-0.016, -0.006, 0.011], [0.011, 0.019, 0.002], [-0.012, -0.008, -0.026], [0.017, -0.021, -0.033], [-0.027, 0.053, 0.007], [0.003, -0.007, 0.075], [-0.080, -0.360, -0.213], [-0.185, 0.657, 0.057], [-0.063, -0.158, -0.127], [-0.023, 0.077, 0.039], [-0.064, 0.100, -0.008], [0.049, 0.008, 0.013], [-0.012, 0.051, 0.042], [-0.043, 0.030, -0.046]], "lowdin_spin": [0.984, 0.002, 0.026, 0.002, 0.000, 0.000, 0.000, 0.000, 0.000, -0.011, -0.006, 0.002, 0.005, -0.008, -0.001, 0.000, 0.000, 0.000, 0.000, 0.000, 0.000, 0.000, 0.000, 0.001, 0.000, 0.000, 0.000, 0.000, 0.000, 0.000, 0.000, 0.000, 0.000, 0.000, 0.000, 0.000, 0.004, 0.001, 0.000, 0.000, 0.000, 0.000, 0.000], "gap_ev": [6.656, 6.598], "spin_multiplicity": 2, "e_tot_ha": -2962.19280, "e_lumo_ev": [-0.97, -0.97]}

***

(3)
{"formula": "C18H16N4O3SbSe4Ta", "method": "the ωB97M-V functional and the def2-TZVPD basis", "symbols": ["Ta", "C", "O", "C", "C", "C", "C", "C", "C", "N", "N", "C", "O", "C", "C", "C", "C", "C", "C", "C", "O", "H", "H", "H", "H", "H", "H", "H", "H", "H", "H", "H", "H", "Se", "Sb", "Se", "Se", "Se", "N", "C", "C", "N", "C", "H", "H", "H", "H"], "coordinates": [[-0.57431, -0.12135, 0.25560], [-1.44695, -0.37873, -3.94842], [-0.07337, -0.24731, -4.35083], [0.84538, 0.43747, -3.64281], [1.97385, 0.83086, -4.36447], [3.01741, 1.51686, -3.77423], [2.96637, 1.82570, -2.42526], [1.88068, 1.40506, -1.66770], [1.86140, 1.65615, -0.22354], [1.46002, 0.72292, 0.54132], [1.10810, 0.93718, 1.88605], [-0.00769, 1.65430, 1.99585], [-0.78308, 1.83560, 0.95418], [-0.42694, 2.14876, 3.31086], [-1.73932, 2.58397, 3.47966], [-2.14502, 3.05878, 4.71500], [-1.24312, 3.10195, 5.77005], [0.06667, 2.66939, 5.59812], [0.47905, 2.18900, 4.36837], [0.80357, 0.72706, -2.27247], [-0.30811, 0.36044, -1.55844], [-1.97173, -0.68093, -4.84966], [-1.83853, 0.57289, -3.59152], [-1.57843, -1.15016, -3.19207], [1.99079, 0.58586, -5.41800], [3.87010, 1.81308, -4.36900], [3.77601, 2.36172, -1.94765], [2.13927, 2.63418, 0.16688], [-2.42728, 2.53866, 2.64643], [-3.16366, 3.39275, 4.85630], [-1.56265, 3.47495, 6.73428], [0.76406, 2.70860, 6.42377], [1.49375, 1.84748, 4.21467], [-5.43078, -3.50733, -2.06419], [-3.28491, -4.43787, -1.88023], [-2.63935, -1.07485, 0.47500], [-1.63237, -4.10824, -3.58695], [-2.56524, -5.69422, 0.00593], [0.62313, -4.00054, -0.61267], [1.04720, -4.06251, 0.69246], [0.99313, -2.79659, 1.16966], [0.54128, -1.96748, 0.15379], [0.32521, -2.74265, -0.90551], [0.35118, -4.77244, -1.22580], [1.31411, -4.98915, 1.16451], [1.23859, -2.41654, 2.14617], [-0.08749, -2.44275, -1.85349]], "forces_ev_per_angstrom": [[0.190, 0.655, -0.473], [-0.047, 0.174, 0.059], [0.122, 0.031, 0.080], [-0.095, -0.125, -0.066], [0.005, 0.025, 0.011], [-0.006, 0.004, 0.024], [0.003, 0.030, -0.027], [-0.075, 0.067, 0.033], [0.195, 0.093, -0.218], [-0.519, -0.001, -0.134], [0.152, 0.179, 0.110], [-0.009, -0.159, -0.046], [0.047, -0.414, 0.284], [-0.058, -0.009, 0.010], [0.017, 0.004, 0.016], [0.015, 0.007, 0.015], [0.000, -0.004, -0.008], [-0.015, -0.003, 0.008], [-0.001, 0.009, 0.018], [-0.031, -0.045, -0.078], [0.043, -0.377, 0.113], [0.006, -0.036, 0.028], [0.000, 0.022, -0.013], [0.019, 0.028, -0.053], [-0.007, 0.000, -0.002], [-0.001, 0.008, -0.003], [0.001, 0.004, 0.008], [0.183, -0.007, 0.074], [0.006, -0.005, -0.002], [-0.004, 0.002, 0.004], [0.000, 0.001, 0.003], [-0.002, 0.000, 0.006], [-0.011, 0.005, 0.002], [-0.022, 0.031, -0.025], [0.239, -0.075, 0.071], [-0.174, 0.066, 0.000], [0.033, -0.027, 0.124], [0.040, 0.114, -0.058], [-0.133, -0.196, -0.274], [-0.120, -0.101, 0.008], [0.073, 0.045, -0.058], [-0.083, -0.101, 0.213], [-0.046, -0.073, 0.126], [0.121, 0.184, 0.190], [0.014, -0.011, 0.007], [0.001, -0.010, -0.011], [-0.064, -0.012, -0.095]], "lowdin_charge": [1.307, -0.059, -0.058, -0.209, 0.024, -0.062, -0.038, -0.138, -0.038, -0.122, 0.066, -0.478, -0.189, -0.164, -0.005, -0.059, -0.065, -0.066, -0.020, -0.191, -0.277, 0.099, 0.100, 0.021, 0.130, 0.111, 0.117, 0.155, 0.122, 0.110, 0.108, 0.107, 0.112, -0.137, -0.186, 0.161, -0.107, -0.173, 0.099, -0.061, -0.104, -0.148, -0.216, 0.122, 0.126, 0.112, 0.061], "gap_ev": 5.898, "e_tot_ha": -11043.32321, "de_lowest_ev": 0.000, "e_lumo_ev": -1.41}